[1]
This record from OMol25 describes a molecular structure, C31H49FKN13O3. The level of theory is the ωB97M-V functional and the def2-TZVPD basis.

Calculated values
Relative energy (zero: lowest compared OMol25 entry of this formula, charge and spin) ... 2.517 eV
Highest occupied orbital energy ... -6.003 eV
Kohn-Sham gap ... 4.0 eV

```
! RIJCOSX wB97M-V def2-TZVPD def2/J DEFGRID3
* xyz 0 1
H 0.724 3.973 -5.630
H -0.615 1.893 -4.805
H 2.675 0.664 0.949
C -2.441 -4.671 1.267
H 4.048 1.153 -0.944
O -1.201 -0.467 -4.584
N 5.502 3.083 -5.732
C -1.871 -3.485 1.722
H -4.748 -6.459 4.676
C -2.396 -5.988 3.395
H -6.184 -5.186 3.258
H 1.755 5.266 -4.014
H 3.375 5.060 -2.154
C -2.489 -4.887 -0.099
N 5.888 5.391 -4.893
N 2.293 2.228 3.823
H -2.901 -5.826 -0.445
C -1.375 -2.544 0.866
H 3.018 0.510 4.714
C 4.618 2.368 -5.088
N -2.039 -4.132 -2.364
H -2.675 -5.693 5.533
C 2.285 4.436 4.894
C 1.590 2.706 2.727
C 0.719 3.487 -4.647
H -4.618 -5.053 -1.988
N 1.292 2.049 1.672
N 3.444 1.707 -1.539
N 1.538 4.012 -2.327
N 3.840 1.704 -4.524
H -0.946 -1.616 1.227
H -4.683 -6.892 2.248
O -0.520 -0.624 -0.912
H 1.064 5.777 -1.246
H -4.960 -4.958 5.305
N -0.545 2.807 -4.362
C 1.972 0.008 2.879
F -1.837 -3.242 3.069
H -1.324 3.353 -4.705
C 5.681 4.309 -5.264
H -1.335 -5.752 3.378
C 1.869 5.006 3.552
H 4.749 3.393 -1.332
C -1.439 -2.746 -0.508
H -2.304 -5.392 -3.970
H 1.248 5.892 3.683
H 4.024 3.370 4.207
H 1.016 -0.117 3.397
H 2.762 5.307 2.988
C 1.748 0.676 1.530
H -0.162 2.667 0.283
C -0.375 -1.030 -3.845
H 1.396 4.238 5.495
C -0.915 -1.679 -1.398
H -4.493 -4.293 -3.576
H 1.555 4.377 -0.292
H 3.344 3.737 -3.300
H 2.427 -0.977 2.761
C 2.878 0.903 3.703
C -0.967 -2.003 -2.804
C -3.032 -5.280 4.591
C 1.034 4.549 -3.596
H -1.096 4.560 -1.774
H 3.244 2.644 5.612
C -0.488 4.340 -0.894
H 2.916 5.145 5.431
N -0.666 2.935 -0.561
C -2.002 -3.936 -1.009
H -2.484 -7.073 3.550
H -2.852 -4.210 4.560
C -4.207 -5.167 -2.992
H 1.018 0.128 0.931
C 3.047 3.145 4.662
N -3.003 -5.653 2.130
C -2.687 -5.294 -2.956
H 3.346 3.366 -0.273
O 0.860 -0.910 -3.777
H -4.650 -6.052 -3.450
N -4.526 -5.470 4.538
H -1.644 2.701 -0.467
H 3.713 1.491 -2.503
H -1.618 -3.381 -4.256
H 1.532 2.757 -4.689
C 3.684 3.131 -1.289
C -5.108 -5.025 3.223
C -4.433 -5.829 2.116
H -4.893 -3.962 3.119
C -1.531 -3.157 -3.200
H 0.715 4.300 1.961
C 0.972 4.677 -1.167
H 0.117 5.112 -3.403
H 3.870 0.957 3.232
K 0.828 1.304 -2.485
H -2.378 -6.194 -2.422
N 1.087 4.000 2.851
H -0.827 5.033 -0.104
H -4.838 -5.516 1.157
C 3.003 4.033 -2.309
*
```


[2]
This record from OMol25 describes a molecular structure, C31H50BHfN2OP2. The level of theory is the ωB97M-V functional and the def2-TZVPD basis.

Calculated values
Highest occupied orbital energy ... -15.698 eV
Kohn-Sham gap ... 5.2 eV

```
! RIJCOSX wB97M-V def2-TZVPD def2/J DEFGRID3
* xyz 3 1
C -1.029 3.221 -4.108
H -0.159 -1.739 1.574
H -0.523 -1.058 4.827
H 1.590 -3.435 -2.876
H -2.705 -2.814 -3.224
Hf 0.012 -0.071 -0.163
C -6.403 -1.041 -2.289
H 0.782 -3.193 -4.410
C 1.847 0.154 2.719
C 1.278 -0.557 3.777
C -0.920 0.218 3.145
C -0.590 -3.253 -2.760
H 1.291 4.672 -2.147
C 1.707 -3.069 0.119
H -0.266 5.136 1.130
H 0.975 -1.825 -3.323
N -2.994 -1.291 -0.821
C 0.773 -2.901 -3.358
H -3.017 -3.344 -1.298
H 1.254 1.947 -4.579
H -7.272 -1.609 -2.590
H -1.590 -1.565 -3.766
H 1.836 -1.971 0.225
H -1.196 5.188 -2.405
C -0.091 -0.520 3.993
C -1.220 5.144 -1.319
C -0.424 4.110 0.791
H -1.697 -5.067 -2.205
B -2.217 -0.107 -0.602
H 1.457 5.350 -0.541
H -2.019 0.707 -3.422
H -1.262 -3.097 1.873
H 2.317 -3.511 0.911
H -2.845 2.946 -0.332
C -0.266 4.091 -0.733
H -3.022 2.821 -2.070
H -0.696 0.538 -4.586
H -1.989 0.247 3.314
P -0.720 2.384 -1.375
C -0.940 0.783 -3.549
C -6.409 0.351 -2.456
C 0.241 -3.482 0.297
H 2.131 -3.363 -0.838
C -5.319 -1.697 -1.735
C -0.377 2.168 -3.213
H 1.890 3.665 -0.811
C -0.360 0.980 2.122
H 0.057 -5.302 -2.317
H -0.463 0.006 -2.920
N -3.015 0.975 -1.068
H 1.665 3.009 -3.245
C -0.793 -4.773 -2.740
H 1.592 1.257 -3.011
C 1.176 4.448 -1.088
C -4.224 -0.926 -1.363
H -1.660 -3.104 -4.599
H 0.514 -5.323 1.360
C -5.332 1.129 -2.072
O 3.560 0.169 -1.526
C 1.037 0.948 1.912
H -2.087 3.369 -3.897
H 2.920 0.141 2.570
H -5.340 -2.770 -1.586
H 0.415 -3.155 2.425
C -0.237 -2.846 1.606
C 2.518 0.151 -1.134
C -2.530 -2.648 -0.617
H -0.952 -5.310 0.379
P -0.728 -2.571 -1.020
H -5.359 2.206 -2.181
H 1.499 1.651 1.209
H -0.949 2.882 -5.144
H -0.903 -5.115 -3.771
H -2.713 -3.013 0.393
C 1.124 2.106 -3.506
H 1.914 -1.124 4.444
H -0.905 6.121 -0.949
H -1.424 3.825 1.122
H -0.515 4.178 -4.048
C -1.706 -2.631 -3.615
H -7.282 0.825 -2.881
H 0.320 3.502 1.307
H -0.989 1.691 1.592
H -2.250 4.997 -0.994
H 0.631 -5.524 -0.379
C -2.569 2.344 -1.200
C -4.232 0.476 -1.527
C 0.092 -4.998 0.405
*
```